1.
The following is a quantum chemistry calculation of a structure of composition C4H32O13Pb2 in a non-equilibrium geometry, from the Open Molecules 2025 dataset.

Geometry as XYZ:
```
51
Properties=species:S:1:pos:R:3
C 0.736 0.313 0.337
O -0.450 -0.303 3.731
O -2.251 4.626 0.583
O -2.526 -2.749 0.666
H -1.037 -0.727 3.105
H 1.300 2.764 0.584
H -4.228 3.218 1.875
H -3.557 0.069 -1.544
O -2.895 0.292 -2.198
H -0.175 0.883 0.521
H 0.329 -0.467 -4.833
O 0.941 3.619 0.822
Pb 1.838 1.795 -2.735
O 2.961 1.379 2.946
H 1.468 -1.465 -0.578
H 2.311 -1.187 5.225
H 0.987 0.021 1.356
H 4.445 -1.948 1.282
H -2.574 -0.553 -2.513
O 0.253 -0.031 -3.984
H 2.164 -1.445 -3.308
C -2.450 3.245 0.622
O 0.765 -2.797 -3.057
H 2.352 2.065 3.217
O 4.027 -1.107 1.466
C 0.517 -1.007 -0.307
C -3.914 2.814 0.913
O 1.735 1.157 -0.211
H -0.060 0.421 3.241
H -0.205 -0.662 -3.430
H -4.012 1.729 0.936
H -0.005 3.522 0.712
H 3.117 -1.329 1.663
H -2.297 -2.915 -2.451
H -2.057 2.721 -0.250
H -0.170 -2.593 -3.072
O 2.767 -0.778 -2.979
H -0.016 -1.684 0.361
O -1.850 -2.372 -3.101
H 2.839 0.681 3.590
H 0.847 -3.587 -3.591
H -2.130 -2.728 -3.944
H 1.318 -0.685 4.199
O 2.237 -0.621 4.456
H 3.450 -1.274 -2.529
Pb 4.416 1.217 0.601
H -1.889 2.942 1.506
H -2.009 -3.275 1.276
H -2.639 -3.310 -0.100
H -0.047 -0.913 -1.235
H -4.674 3.021 0.159
```

Computed properties:
Multiplicity = 2
F_max = 2.98 eV/Å
Total charge = +3
Highest occupied orbital energy (spin up / spin down) = -17.1 / -16.5 eV
Frontier orbital gap (spin up / spin down) = 5.0099 / 4.3925 eV

---

2.
The following is a quantum chemistry calculation of the molecule C26H30N4O4S, from the Open Molecules 2025 dataset.

Geometry as XYZ:
```
65
Properties=species:S:1:pos:R:3
C 0.770 0.608 0.922
H -2.309 5.052 -1.763
C -3.678 -2.693 -0.704
C -3.016 -4.064 -0.537
H -3.887 -0.528 -3.442
H 4.454 -1.232 -3.882
H -3.017 3.725 2.668
N -3.048 -1.742 0.217
C -5.153 -2.787 -0.318
H 1.186 1.766 2.683
H -5.253 -3.221 0.675
O -0.147 -2.042 3.121
H 2.426 3.507 1.399
H 2.351 -1.997 0.543
C -1.417 -0.436 1.389
C -2.986 4.296 -2.174
H -2.942 4.328 -3.261
C 4.994 0.421 -1.032
C 2.073 -1.366 2.533
H -1.843 -0.816 2.328
H -5.276 -1.007 -2.475
C -2.063 1.382 -0.220
C -4.195 -0.886 -2.463
H 2.474 -0.509 3.085
C 3.615 -0.409 0.900
H 2.631 3.233 -1.078
O 4.017 0.423 1.695
H 0.547 -0.273 -1.031
C 1.987 2.659 0.898
C 2.102 2.508 -0.475
H -2.422 -2.090 -2.323
H -3.858 -2.977 -2.828
H -3.664 -1.263 0.855
H -4.010 4.506 -1.847
C 0.552 -1.298 2.460
C -2.515 2.673 -0.499
C 5.222 0.191 -2.401
H -3.081 -4.390 0.498
O -0.875 -1.951 -0.417
C -3.493 -2.203 -2.152
H -2.227 1.443 3.151
C -2.750 3.064 1.857
N 1.588 1.485 -1.138
O -2.584 2.996 -1.816
C 4.481 -0.842 -2.884
H -3.203 4.522 0.370
H -3.510 -4.798 -1.169
H 5.904 0.766 -3.001
C 0.937 0.560 -0.461
H -5.621 -1.806 -0.317
H 2.324 -2.283 3.079
C -1.960 0.935 1.085
N 0.027 -0.382 1.611
C 4.083 -0.443 -0.488
N 2.700 -1.353 1.238
H -1.785 0.753 -1.050
H 5.470 1.189 -0.450
C -2.857 3.517 0.552
C -1.737 -1.464 0.284
H -1.967 -4.008 -0.815
H -5.680 -3.422 -1.024
S 3.491 -1.553 -1.681
C 1.303 1.691 1.612
H -3.937 -0.124 -1.730
C -2.309 1.785 2.131
```

Computed properties:
Multiplicity = 1
F_max = 0.75 eV/Å
Highest occupied orbital energy = -8.7 eV
ΔE to the lowest compared entry with this formula, charge and spin = 162.2 kJ/mol
Structure (SMILES) = CCC(C)(C)NC(=O)[C@H](c1cccc(OC)c1)N(C(=O)CNC(=O)c1cccs1)c1cccnc1
Frontier orbital gap = 9.3427 eV

---

3.
The following is a quantum chemistry calculation of the ion C4H9IN with charge +1 in a non-equilibrium geometry, from the Open Molecules 2025 dataset.

Geometry as XYZ:
```
15
Properties=species:S:1:pos:R:3
H -4.058 2.041 -0.836
H -0.656 -1.405 -1.286
H 0.335 -0.260 1.551
C 0.608 0.503 -0.748
H -3.135 2.229 0.837
H 1.102 -2.376 0.697
H 0.386 1.515 -0.628
N 1.563 -1.448 0.411
C -3.322 1.665 -0.050
C 0.518 -0.349 0.437
C -0.501 -0.600 -0.587
I -2.878 -0.291 0.113
H 2.480 -1.426 1.074
H 1.305 0.265 -1.582
H 1.921 -1.489 -0.522
```

Computed properties:
Multiplicity = 1
F_max = 4.30 eV/Å
Total charge = +1
Highest occupied orbital energy (spin up / spin down) = -11.7 / -10.9 eV
ΔE to the lowest compared entry with this formula, charge and spin = 570.6 kJ/mol
Frontier orbital gap (spin up / spin down) = 7.6483 / 7.1863 eV

---

4.
The following is a quantum chemistry calculation of the molecule C11H16BrNO3S2, from the Open Molecules 2025 dataset.

Geometry as XYZ:
```
34
Properties=species:S:1:pos:R:3
C 1.467 -1.088 -1.203
O 2.910 2.227 1.640
H 0.525 -2.335 1.711
H 2.470 0.592 -2.071
H 3.215 -0.382 0.716
Br -3.413 0.642 -0.241
S 2.373 1.811 0.374
H 4.311 0.643 -0.236
C 0.485 -3.335 1.274
C 3.284 0.304 -0.124
C 0.240 0.440 1.593
C 2.723 -0.249 -1.421
C -1.125 0.140 1.440
H -0.872 -5.024 1.325
H 1.036 -4.376 -2.003
C -0.824 -3.999 1.681
H 1.328 -3.910 1.666
H -0.916 -4.012 2.764
H 0.861 0.078 2.392
H -0.288 -2.755 -0.658
H 1.822 -4.974 -0.535
C -1.647 0.764 0.343
O 2.383 2.738 -0.720
H -1.670 -3.452 1.270
S -0.503 1.733 -0.507
H 2.625 -2.519 -0.314
O 0.365 -0.735 -1.570
H 0.090 -5.216 -0.778
C 0.626 -3.195 -0.247
H 3.472 -0.864 -1.927
C 0.702 1.277 0.619
H -1.692 -0.499 2.092
N 1.685 -2.249 -0.556
C 0.913 -4.527 -0.934
```

Computed properties:
Multiplicity = 1
F_max = 0.87 eV/Å
Highest occupied orbital energy = -9.1 eV
Structure (SMILES) = CC[C@H](C)NC(=O)CCS(=O)(=O)c1ccc(Br)s1
Frontier orbital gap = 9.4699 eV

---

5.
The following is a quantum chemistry calculation of the molecule C6H16N2O, from the Open Molecules 2025 dataset.

Geometry as XYZ:
```
25
Properties=species:S:1:pos:R:3
H -0.601 -0.991 -1.843
H -0.079 -2.056 -0.528
C 2.043 -0.135 0.248
H 2.569 -0.798 -1.767
H -1.424 1.938 0.334
O 2.405 0.714 1.248
H -1.793 -1.652 -0.717
H 3.932 -0.570 -0.647
H 1.797 -1.161 0.571
C -0.618 -0.049 0.115
H -1.682 -0.952 1.761
H 0.748 1.011 -1.034
H -3.281 0.597 0.980
H 0.070 -1.120 1.883
N -3.035 0.552 -0.002
C -0.779 -1.265 -0.800
H -3.706 1.115 -0.509
C 2.967 -0.172 -0.964
C -0.732 -0.445 1.590
H -0.673 0.434 2.234
N 0.705 0.599 -0.103
C -1.673 1.028 -0.230
H 3.138 0.840 -1.338
H 1.280 1.265 0.812
H -1.580 1.271 -1.293
```

Computed properties:
Multiplicity = 1
F_max = 0.95 eV/Å
Highest occupied orbital energy = -8.7 eV
ΔE to the lowest compared entry with this formula, charge and spin = 216.3 kJ/mol
Structure (SMILES) = C[C@@H]([O-])[NH2+]C(C)(C)CN
Frontier orbital gap = 9.4000 eV

---

6.
The following is a quantum chemistry calculation of a structure of composition C3H3N6O2 in a non-equilibrium geometry, from the Open Molecules 2025 dataset.

Geometry as XYZ:
```
14
Properties=species:S:1:pos:R:3
N 1.170 -1.442 -0.209
N -1.178 1.539 -2.171
N 0.982 -0.486 0.527
C -0.424 0.875 -0.470
C 1.497 -2.149 1.833
N -0.089 0.955 -1.712
H -1.227 1.594 -3.181
O 1.664 -2.490 0.524
O 1.858 -2.817 2.735
C -2.058 1.872 -1.117
N 1.011 -0.824 1.819
H 1.357 -0.257 2.623
H -3.045 2.191 -1.195
N -1.518 1.438 -0.006
```

Computed properties:
Multiplicity = 1
F_max = 3.98 eV/Å
Total charge = +1
Highest occupied orbital energy = -15.4 eV
ΔE to the lowest compared entry with this formula, charge and spin = 157.3 kJ/mol
Frontier orbital gap = 8.2836 eV

---

7.
The following is a quantum chemistry calculation of a structure of composition C24H32IN3Re in a non-equilibrium geometry, from the Open Molecules 2025 dataset.

Geometry as XYZ:
```
61
Properties=species:S:1:pos:R:3
H 2.878 -0.169 2.304
C 0.435 -1.715 -2.835
C 0.957 -1.613 2.257
C 1.211 0.387 -4.415
C 2.686 1.257 -0.821
H -1.117 2.748 0.249
C 2.985 0.609 1.538
C -0.999 -0.075 1.767
H 3.765 1.433 -0.881
C 0.292 -2.176 3.340
H -0.347 5.032 -0.577
H -3.208 0.775 2.995
H 2.735 -2.014 0.261
H 1.881 -3.584 3.565
C 1.633 -0.898 -4.725
H -4.803 -1.181 -0.865
H 0.076 -2.494 -2.152
H -5.623 0.846 0.168
I -1.467 -2.742 -0.158
H -4.353 0.875 1.387
C -4.565 0.626 0.342
H 1.054 3.061 -4.185
N -0.040 -0.493 -2.568
C 0.379 0.578 -3.297
C 0.954 -3.305 4.082
H 4.054 0.839 1.400
C -0.982 -1.666 3.677
C 2.414 0.159 0.182
C 2.956 -1.150 -0.378
C 0.327 -0.608 1.481
H -1.327 0.995 1.590
H -1.474 -2.098 4.562
N 0.884 -0.006 0.359
H 2.501 -1.334 -1.365
C 1.256 -1.968 -3.919
C -1.604 -0.645 2.981
N -0.571 1.839 -1.509
C 0.421 4.247 -2.450
C -0.217 4.158 -1.209
H 2.449 1.518 1.861
C 0.562 3.097 -3.219
H -3.271 -1.115 -0.003
C -0.666 2.931 -0.734
H -4.755 -1.491 0.865
H 1.543 -3.000 -4.085
H 2.281 -1.070 -5.574
H 1.497 1.274 -4.986
H -2.797 0.176 4.597
C -4.351 -0.856 0.072
H 0.297 -4.186 4.119
H 0.833 5.192 -2.814
Re -0.909 -0.224 -0.412
C 0.062 1.879 -2.719
H 1.202 -3.026 5.116
H 1.912 -2.008 1.891
H 2.192 2.187 -0.530
H 4.045 -1.052 -0.505
H -3.971 1.257 -0.326
C -2.876 -0.107 3.538
H -3.653 -0.882 3.489
H 2.336 0.974 -1.818
```

Computed properties:
Multiplicity = 4
F_max = 3.86 eV/Å
Total charge = +2
Highest occupied orbital energy (spin up / spin down) = -14.2 / -14.6 eV
ΔE to the lowest compared entry with this formula, charge and spin = 49.0 kJ/mol
Frontier orbital gap (spin up / spin down) = 6.7029 / 6.5190 eV

---

8.
The following is a quantum chemistry calculation of the molecule C4H12N2O in a non-equilibrium geometry, from the Open Molecules 2025 dataset.

Geometry as XYZ:
```
19
Properties=species:S:1:pos:R:3
O 0.574 1.967 -0.942
H -0.735 -0.074 -2.465
N -0.961 -0.816 -0.578
H 0.560 -1.218 -1.953
H 0.641 -1.277 2.453
H -1.276 -2.041 1.051
C 1.015 0.672 -1.355
H -0.160 1.090 2.765
H 1.788 0.411 -0.634
C -0.440 -1.483 0.596
H 0.163 -2.374 0.383
H 1.260 -0.403 1.237
C 0.271 -0.636 1.645
H 1.557 0.858 -2.291
H -1.427 0.324 2.180
H 0.023 1.878 -0.160
H -1.456 0.018 -0.312
N -0.464 0.574 1.942
C -0.062 -0.360 -1.663
```

Computed properties:
Multiplicity = 1
F_max = 1.93 eV/Å
Highest occupied orbital energy = -8.8 eV
ΔE to the lowest compared entry with this formula, charge and spin = 175.4 kJ/mol
Structure (SMILES) = NCCNCCO
Frontier orbital gap = 9.7322 eV